Entry 1:
63
Properties=species:S:1:pos:R:3:mulliken_charge:R:1 method="wB97M-V/def2-TZVPD" total_energy_ha=-3773.9286 lumo_ev="2.582 / 1.232" orbital_gap_ev="5.749 / 4.301" relative_energy_kj_mol=0.0 e_homo_ev="-3.167 / -3.069" total_charge=-1 multiplicity=2
Hg 0.371 -3.134 -1.417 0.154
C -2.343 -1.176 3.678 -1.850
C -1.479 -2.228 2.975 2.102
C -2.325 -3.021 1.955 -1.747
C -0.991 -3.255 4.015 -1.944
P 0.097 -1.648 2.039 1.069
N 0.697 -2.781 1.166 -0.935
C -0.386 -0.050 1.089 2.126
C 0.728 0.219 0.050 -1.291
C -1.668 -0.385 0.304 -1.186
C -0.649 1.213 1.917 -1.728
C 1.376 -1.125 3.371 1.858
C 0.860 -0.336 4.578 -1.769
C 2.436 -0.280 2.641 -1.925
C 2.099 -2.407 3.829 -1.785
H -3.144 -1.682 4.235 0.500
H -2.824 -0.500 2.970 0.290
H -1.773 -0.577 4.390 0.229
H -2.885 -3.811 2.471 0.507
H -1.669 -3.492 1.218 0.289
H -3.047 -2.391 1.433 0.343
H -1.848 -3.832 4.384 0.615
H -0.518 -2.784 4.878 0.240
H -0.282 -3.948 3.557 0.414
H 1.284 -0.695 -0.165 0.349
H 1.430 0.985 0.386 0.290
H 0.287 0.555 -0.896 -0.207
H -1.572 -1.335 -0.225 0.204
H -1.839 0.388 -0.453 0.117
H -2.547 -0.426 0.948 0.150
H 0.253 1.597 2.393 0.347
H -1.404 1.057 2.690 0.228
H -1.024 1.999 1.247 0.430
H 0.307 0.557 4.282 0.230
H 1.716 -0.008 5.183 0.496
H 0.218 -0.936 5.222 0.268
H 2.076 0.717 2.390 0.230
H 2.757 -0.778 1.724 0.333
H 3.309 -0.162 3.293 0.640
H 1.567 -2.929 4.624 0.327
H 3.098 -2.151 4.205 0.481
H 2.207 -3.084 2.976 0.388
C 1.061 4.722 -6.292 -1.417
C 0.697 3.475 -5.523 0.683
C -0.235 3.505 -4.495 -0.917
C -0.626 2.351 -3.814 0.924
C -1.591 2.491 -2.661 -1.475
C -0.085 1.102 -4.198 -0.056
Se -0.740 -0.514 -3.437 -0.499
C 0.921 1.072 -5.196 0.820
C 1.619 -0.201 -5.599 -1.583
C 1.281 2.253 -5.837 -0.801
H 0.640 5.613 -5.822 0.332
H 0.679 4.669 -7.315 0.294
H 2.145 4.846 -6.354 0.329
H -0.675 4.456 -4.203 0.225
H -2.149 3.427 -2.740 0.440
H -1.042 2.504 -1.713 0.168
H -2.289 1.659 -2.615 0.331
H 1.640 -0.919 -4.782 0.372
H 2.644 0.015 -5.915 0.391
H 1.100 -0.682 -6.435 0.247
H 2.051 2.216 -6.606 0.314

Entry 2:
19
Properties=species:S:1:pos:R:3:mulliken_charge:R:1 method="wB97M-V/def2-TZVPD" total_energy_ha=-344.2563 lumo_ev=0.857 orbital_gap_ev=7.206 relative_energy_kj_mol=337.9 e_homo_ev=-6.349 multiplicity=1
C 0.708 -0.241 -0.022 0.744
C -0.735 -0.136 0.454 -0.067
C 1.143 0.337 -1.356 -1.494
C -1.641 0.761 -0.358 -1.518
N 1.422 0.713 1.217 -0.498
N -1.276 -1.473 0.666 -0.630
O 1.229 -1.507 0.157 -0.638
H 0.449 -2.003 0.529 0.462
H 0.414 0.648 1.674 0.515
H 1.682 1.650 0.910 0.336
H 2.211 0.197 1.604 0.333
H -1.790 -1.842 -0.137 0.184
H -1.877 -1.523 1.477 0.232
H 0.868 1.387 -1.461 0.354
H 2.223 0.234 -1.485 0.414
H 0.654 -0.222 -2.155 0.296
H -1.230 1.769 -0.477 0.291
H -1.848 0.375 -1.376 0.274
H -2.607 0.877 0.141 0.410

Entry 3:
72
Properties=species:S:1:pos:R:3:mulliken_charge:R:1 method="wB97M-V/def2-TZVPD" total_energy_ha=-1988.9400 lumo_ev=0.687 orbital_gap_ev=9.910 relative_energy_kj_mol=163.8 e_homo_ev=-9.222 multiplicity=1
F 11.501 20.162 12.633 -0.357
C 12.774 20.128 12.139 0.402
C 13.693 19.210 12.728 -0.259
C 14.976 19.157 12.197 -0.515
C 15.316 19.980 11.153 -0.524
C 14.427 20.834 10.539 -0.346
C 13.119 20.943 11.067 -0.512
H 13.348 18.563 13.576 0.375
H 15.649 18.519 12.607 0.554
H 16.304 19.991 10.692 0.348
H 14.739 21.444 9.686 0.389
H 12.447 21.671 10.651 0.455
F 10.216 8.254 11.003 -0.339
C 11.292 9.092 11.093 0.145
C 12.272 8.853 12.016 -0.377
C 13.344 9.733 12.210 -0.668
C 13.370 10.837 11.280 -0.111
C 12.378 11.088 10.426 0.201
C 11.296 10.251 10.304 -0.346
H 12.314 7.885 12.556 0.350
H 14.066 9.503 13.015 0.409
H 14.201 11.569 11.400 0.324
H 12.293 11.909 9.685 -0.008
H 10.488 10.408 9.577 0.416
F 10.176 9.964 5.009 -0.338
C 10.844 11.090 5.455 0.646
C 11.764 10.982 6.516 -0.963
C 12.358 12.149 6.981 -0.038
C 12.190 13.384 6.343 -0.957
C 11.235 13.435 5.327 -0.060
C 10.562 12.303 4.863 -0.695
H 12.101 10.100 6.961 0.563
H 13.140 11.975 7.738 0.622
H 12.766 14.238 6.689 0.455
H 10.868 14.325 4.813 0.328
H 9.746 12.350 4.155 0.441
F 11.146 15.912 13.822 -0.349
C 10.695 14.645 13.682 0.376
C 9.401 14.409 13.203 -0.386
C 8.936 13.107 13.113 -0.449
C 9.758 12.037 13.409 -0.533
C 11.048 12.328 13.868 -0.449
C 11.531 13.609 13.986 -0.387
H 8.790 15.284 13.065 0.506
H 7.940 13.021 12.740 0.444
H 9.478 10.961 13.454 0.386
H 11.738 11.554 14.064 0.475
H 12.508 13.817 14.455 0.365
F 14.608 14.043 9.731 -0.362
C 13.988 15.218 9.765 0.501
C 12.867 15.462 10.542 -0.749
C 12.101 16.613 10.352 0.034
C 12.511 17.583 9.468 -1.129
C 13.674 17.398 8.816 -0.303
C 14.445 16.209 8.956 -0.704
H 12.420 14.626 11.009 0.469
H 11.212 16.679 10.931 0.803
H 11.895 18.465 9.320 0.477
H 14.102 18.120 8.158 0.512
H 15.414 16.108 8.430 0.425
F 6.567 15.714 10.589 -0.368
C 7.365 14.974 9.758 0.532
C 6.875 13.796 9.270 -0.790
C 7.784 12.911 8.635 -0.625
C 9.139 13.221 8.582 -0.268
C 9.522 14.504 8.960 -0.079
C 8.670 15.410 9.522 -0.392
H 5.865 13.548 9.283 0.536
H 7.409 12.012 8.130 0.398
H 9.872 12.570 8.129 0.339
H 10.554 14.724 8.846 0.339
H 9.045 16.372 9.936 0.394

Entry 4:
29
Properties=species:S:1:pos:R:3:mulliken_charge:R:1 method="wB97M-V/def2-TZVPD" total_energy_ha=-1346.7549 lumo_ev=-0.109 orbital_gap_ev=10.443 e_homo_ev=-10.551 multiplicity=1
O 2.856 -1.511 3.340 -0.424
C 3.064 -0.592 2.535 0.566
Cl 3.547 1.123 3.043 -0.195
C 2.887 -0.800 0.936 -0.529
B 1.632 -1.783 0.624 0.162
O 1.354 -3.051 1.248 -0.326
B 0.041 -2.870 1.854 0.514
F -0.097 -3.424 3.176 -0.280
O -1.051 -2.181 1.201 -0.298
B -0.517 -1.039 0.491 0.331
C -1.047 0.489 0.588 -0.092
C -1.552 0.748 2.100 -0.211
F -2.769 0.000 2.287 -0.298
O 0.652 -1.316 -0.356 -0.200
H 2.586 0.243 0.540 0.262
H 3.889 -1.141 0.514 0.397
H -1.841 0.769 -0.209 0.003
H -0.113 1.159 0.462 0.147
H -1.739 1.861 2.321 0.302
H -0.780 0.371 2.873 0.203
C -1.268 1.640 -4.168 -1.231
C -0.845 1.095 -2.818 0.013
O -1.439 1.856 -1.771 -0.552
H -0.974 2.688 -4.267 0.295
H -0.814 1.068 -4.980 0.367
H -2.356 1.603 -4.277 0.350
H 0.239 1.154 -2.705 0.261
H -1.148 0.048 -2.708 0.171
H -2.399 1.792 -1.873 0.295

Entry 5:
32
Properties=species:S:1:pos:R:3:mulliken_charge:R:1 method="wB97M-V/def2-TZVPD" total_energy_ha=-617.3403 lumo_ev=3.347 orbital_gap_ev=8.889 relative_energy_kj_mol=164.3 e_homo_ev=-5.542 total_charge=-1 multiplicity=1
C -2.150 1.642 1.863 -0.116
O -2.549 0.734 2.742 -0.564
C -1.526 1.047 0.721 -0.445
C -0.376 1.896 0.125 0.304
C 0.855 1.672 1.001 -1.494
C 0.024 1.325 -1.385 -0.569
C 0.999 2.336 -1.964 -1.348
H -3.067 2.039 1.442 0.245
H -1.472 2.370 2.427 0.269
H -1.133 -0.019 0.730 -0.198
H -2.240 0.962 -0.156 0.282
H -0.604 2.951 0.178 0.324
H 1.532 2.395 1.067 0.546
H 0.455 1.293 1.938 0.280
H 1.573 0.877 0.541 0.278
H -0.828 1.098 -1.934 0.529
H 0.477 0.320 -1.089 0.294
H 1.869 2.396 -1.282 0.283
H 0.517 3.216 -2.181 0.382
H 1.407 1.874 -2.866 0.388
H 2.183 -2.533 -1.227 0.294
H 0.984 -3.224 -0.697 0.497
O 1.619 -3.099 -1.654 -0.928
H 1.293 -2.043 0.860 0.465
H 2.633 -1.466 1.785 0.186
O 2.094 -1.321 0.935 -0.728
H 0.188 -2.482 -1.979 0.397
H 0.267 -1.568 -3.226 0.271
O -0.312 -1.579 -2.364 -0.747
H -2.330 -0.143 2.394 0.382
H -0.232 -2.213 0.252 0.272
O 0.343 -2.935 0.448 -1.032